Computed, not measured: a 2-piece molecular cluster, C4H8FN overall, with ωB97M-V/def2-TZVPD.

```
14
Properties=species:S:1:pos:R:3:forces:R:3
C 2.0222 -0.0814 1.1915 -1.625 -0.677 0.772
C 1.1064 -1.0026 0.4727 -0.924 -1.194 0.154
C 0.5463 -0.6116 -0.6744 -1.413 -3.921 1.204
C -2.1357 0.5044 -0.6039 -3.715 -1.800 -0.053
N -2.2986 1.1222 -1.6697 0.223 0.367 -0.271
F -1.9577 0.9696 0.6404 0.684 0.616 0.034
H 1.2600 0.4731 1.7536 0.843 0.489 0.520
H 2.7075 -0.5967 1.8301 0.390 -0.138 0.550
H 0.7336 -1.9447 1.0719 0.900 1.721 -1.625
H -0.2064 -1.2834 -1.1298 0.503 0.484 0.160
H 0.6281 0.3063 -1.1196 0.847 2.150 -1.041
H -2.6831 -0.5330 -0.5030 2.036 1.508 -0.300
H 2.5350 0.5331 0.5116 0.659 0.991 -0.745
H -2.2577 2.1446 -1.7715 0.594 -0.596 0.642
```
Forces are in eV/Å.

* energy above the lowest of the compared OMol25 structures with the same formula, charge and spin: 47.0 kcal per mole
* highest occupied orbital energy: -9.445 eV
* HOMO-LUMO gap: 10.64 eV
* SMILES string: [H]/N=C\F.C=CC

***

Computed, not measured: C20H6BrCl4N3O2Rh as an isolated structure, with ωB97M-V/def2-TZVPD.

```
37
Properties=species:S:1:pos:R:3:forces:R:3
Rh -0.3376 -0.8774 0.9983 0.095 -0.195 1.033
Cl -6.5870 1.1765 2.4223 -0.017 0.007 -0.004
C -4.8703 1.1123 2.2258 -0.016 -0.030 -0.004
C -4.0762 2.1719 2.6431 0.010 0.019 0.009
Cl -4.7975 3.5776 3.3440 -0.006 0.015 0.010
C -2.6887 2.1072 2.4954 -0.043 -0.110 -0.029
Cl -1.6651 3.4093 2.9728 0.030 0.036 0.024
C -2.0950 0.9759 1.9471 -0.098 0.057 -0.380
O -0.7838 0.8772 1.7554 0.078 -0.235 0.410
C -2.9017 -0.0934 1.5036 -0.018 0.077 0.041
O -2.2858 -1.1536 0.9821 -0.114 0.147 -0.379
C -4.2808 -0.0149 1.6480 0.059 0.024 0.011
Cl -5.2298 -1.3533 1.1094 -0.021 -0.011 -0.012
Br 0.0617 -3.1132 -0.0594 0.034 -0.062 -0.006
C 0.6917 -2.3681 -1.6953 0.003 0.037 0.026
C 1.1395 -3.1932 -2.6787 -0.021 -0.001 0.042
C 1.5841 -2.6151 -3.8861 -0.001 0.003 -0.016
C 1.5519 -1.2615 -4.0479 0.002 -0.014 -0.017
C 1.0915 -0.4032 -3.0187 -0.017 -0.002 -0.013
C 1.0625 0.9994 -3.1853 -0.030 0.003 0.053
C 0.6134 1.7901 -2.1691 0.024 0.045 -0.075
C 0.1866 1.2409 -0.9425 -0.061 -0.081 0.100
C 0.1982 -0.1148 -0.7287 0.150 0.044 -0.119
C 0.6483 -0.9604 -1.7898 -0.006 -0.053 0.048
H 1.1543 -4.2651 -2.5385 -0.001 -0.003 -0.002
H 1.9484 -3.2564 -4.6777 -0.007 0.000 -0.006
H 1.8828 -0.8147 -4.9777 0.018 0.003 0.007
H 1.4021 1.4256 -4.1210 -0.001 0.001 -0.005
H 0.5885 2.8662 -2.2904 0.004 -0.004 0.000
H -0.1467 1.9028 -0.1568 0.034 -0.006 0.018
N 1.5432 -0.9119 1.9046 -0.033 0.333 -0.848
C 2.5886 -0.4454 2.1126 -0.105 -0.025 0.114
C 3.8386 0.0529 2.4071 0.044 -0.064 -0.053
C 4.0213 0.9295 3.5031 -0.053 0.059 0.040
N 4.1692 1.6374 4.4018 0.030 0.004 -0.001
C 4.9417 -0.3531 1.6173 0.048 -0.010 -0.018
N 5.8379 -0.6839 0.9697 0.003 -0.009 0.000
```
Forces are in eV/Å.

* energy above the lowest of the compared OMol25 structures with the same formula, charge and spin: 9.3 kcal per mole
* highest occupied orbital energy: -5.269 eV
* charge: -1
* HOMO-LUMO gap: 7.31 eV

***

Computed, not measured: a 2-piece molecular cluster, CH5NO2 overall, with ωB97M-V/def2-TZVPD.

```
9
Properties=species:S:1:pos:R:3:forces:R:3
C -1.2024 0.1680 0.3236 1.334 1.515 -3.417
N -0.1267 -0.7072 -0.0548 1.259 -2.429 -0.914
O 2.3759 0.5019 -0.8437 -1.451 -1.207 0.637
O 0.9804 -0.6703 0.4785 0.567 0.579 -1.408
H -2.0414 -0.4755 0.3001 -1.437 0.000 -0.423
H -1.0725 0.5382 1.3039 0.454 0.542 0.867
H -1.0966 1.0039 -0.5359 -1.107 -1.421 2.148
H -0.2291 -1.4055 -0.9084 0.095 1.818 2.077
H 2.4124 1.0465 -0.0632 0.285 0.604 0.435
```
Forces are in eV/Å.

* energy above the lowest of the compared OMol25 structures with the same formula, charge and spin: 154.4 kcal per mole
* highest occupied orbital energy (alpha / beta): -8.304 / -8.354 eV
* HOMO-LUMO gap (alpha / beta): 6.96 / 7.03 eV

***

Computed, not measured: a 2-piece molecular cluster, CH3N2PS overall, with ωB97M-V/def2-TZVPD.

```
8
Properties=species:S:1:pos:R:3:forces:R:3
C 2.5968 -0.3044 -0.7197 2.070 -0.873 -1.283
N 1.6440 -0.0467 -0.1919 -2.752 1.043 1.736
N -1.5273 -0.9794 -0.6027 0.429 -0.732 0.923
P -1.2903 -0.6492 0.8981 -0.550 0.181 -1.269
S -2.0335 1.3490 1.1108 0.344 -0.233 0.211
H -1.7971 -0.2486 -1.2354 -0.296 0.302 -0.262
H 3.4399 -0.6495 -1.2332 0.770 -0.110 -0.401
H -1.0324 1.5287 1.9740 -0.015 0.421 0.346
```
Forces are in eV/Å.

* energy above the lowest of the compared OMol25 structures with the same formula, charge and spin: 32.9 kcal per mole
* highest occupied orbital energy: -9.453 eV
* HOMO-LUMO gap: 9.58 eV
* SMILES string: [H]/N=P\S.C#N

***

Q: Which total energy values were calculated for the entries above? A: -8483.001; -152544.688; -6697.014; -24188.611, in eV.
Q: Which molecular weight values were calculated for the entries above? A: 89.1; 644.9; 63.1; 106.1, in g mol⁻¹.